i.
A 2-piece molecular cluster, C11H18 overall, computed with ωB97M-V/def2-TZVPD.

Geometry as XYZ:
```
29
Properties=species:S:1:pos:R:3:nbo_charge:R:1
C 1.547 3.122 -1.566 -0.603
C 1.699 -1.235 0.640 -0.180
C 1.164 -2.198 1.442 -0.266
C -0.193 2.113 -2.829 -0.588
C 0.151 3.405 -2.127 -0.408
C -1.935 -2.030 2.869 -0.634
C -1.087 -1.474 0.472 -0.214
C 0.960 -0.347 -0.196 -0.257
C -0.396 -0.605 -0.374 -0.225
C -0.175 -2.338 1.319 -0.004
C -0.994 -3.103 2.260 -0.431
H 0.160 4.287 -2.773 0.200
H -2.946 -2.358 2.956 0.211
H -1.826 -0.853 2.608 0.236
H -1.743 -3.836 1.756 0.222
H 2.219 3.969 -1.982 0.206
H -1.442 -2.069 3.961 0.213
H -1.066 2.092 -3.377 0.202
H -0.318 -3.588 3.107 0.211
H 1.544 0.324 -0.896 0.220
H 0.590 1.904 -3.706 0.184
H 1.932 -2.829 2.069 0.233
H -2.246 -1.475 0.632 0.238
H -0.560 3.552 -1.336 0.195
H 1.413 3.150 -0.502 0.211
H -0.088 1.227 -2.160 0.204
H -1.116 -0.191 -1.045 0.214
H 2.802 -0.803 0.627 0.213
H 1.948 2.186 -1.848 0.198
```

Frontier orbital gap = 0.344 hartree
Total charge = 0
HOMO energy = -0.3101 hartree

=====

ii.
A 2-piece molecular cluster, C11H18 overall, computed with ωB97M-V/def2-TZVPD.

Geometry as XYZ:
```
29
Properties=species:S:1:pos:R:3:nbo_charge:R:1
C -1.269 -0.897 -1.931 -0.215
C 2.078 1.695 2.102 -0.611
C -2.951 -0.535 -0.069 -0.650
C -1.796 -1.239 -0.684 -0.028
C 1.806 1.534 -0.409 -0.605
C -0.158 -1.504 -2.456 -0.206
C -0.186 1.820 1.081 -0.611
C 0.552 -2.429 -1.643 -0.222
C 1.214 1.200 0.969 -0.237
C 0.037 -2.778 -0.417 -0.211
C -1.167 -2.240 0.049 -0.208
H 1.928 2.756 2.277 0.206
H 0.256 -1.492 -3.452 0.219
H -3.294 -0.961 0.888 0.225
H -3.784 -0.240 -0.689 0.227
H 1.354 1.218 -1.363 0.218
H -0.437 2.798 0.648 0.206
H 1.029 0.115 0.979 0.205
H -1.703 -0.036 -2.446 0.210
H 2.003 1.098 3.019 0.216
H -0.904 1.108 0.692 0.203
H 0.549 -3.489 0.225 0.210
H -1.427 -2.501 1.064 0.209
H 1.491 -2.787 -2.049 0.211
H 3.171 1.650 1.914 0.206
H -2.548 0.301 0.533 0.229
H 1.793 2.628 -0.466 0.196
H 2.817 1.137 -0.484 0.203
H -0.458 2.070 2.118 0.204
```

Frontier orbital gap = 0.367 hartree
Total charge = 0
HOMO energy = -0.3303 hartree

=====

Least stable structure: i